# 1
128
Properties=species:S:1:pos:R:3 method="wB97M-V/def2-TZVPD" e_above_lowest_kj_mol=99.8 total_charge=-2 spin_multiplicity=1 energy_ev=-187067.6647
Cs 0.327 -0.905 1.433
Br 2.214 1.792 0.526
S 2.213 -3.302 -3.205
S 3.058 -1.887 -0.696
P -3.195 -1.010 -0.776
Si 3.832 3.292 0.213
O -3.867 -8.135 4.255
O -2.243 -7.782 2.897
O -0.483 -2.870 -1.338
O -3.279 0.983 -4.752
O -0.334 1.104 3.412
O -5.803 -4.485 6.697
O -0.363 -3.311 2.372
O -1.358 -1.605 3.481
O -5.157 -2.477 6.308
O 3.075 -1.715 2.317
N -3.061 -7.409 3.707
N -5.080 -3.676 6.152
N 6.735 -2.224 -0.918
N -2.097 1.014 -2.827
N 5.593 -4.260 -4.552
C -2.154 -3.785 3.835
C -3.214 0.862 -3.389
C -4.731 -3.248 -1.667
C 4.799 -3.043 -2.418
C -4.679 -0.672 3.117
C 5.862 -2.578 -1.591
C -4.374 -5.483 -0.844
C -3.121 -3.304 4.705
C 5.833 4.462 1.902
C -3.071 -5.975 4.068
C 1.071 0.569 -4.927
C 6.121 3.373 -1.506
C -5.936 -0.311 -1.029
C -3.210 0.801 1.289
C -4.040 -4.188 5.238
C -5.650 1.153 -3.346
C -3.411 -4.996 0.032
C -4.520 0.600 -2.737
C -4.300 0.625 3.429
C -1.095 1.241 -3.878
C 1.616 5.126 -0.098
C 3.872 6.027 -0.682
C 5.119 2.388 -0.883
C -6.906 0.990 -2.794
C -1.168 -2.807 3.176
C 0.062 0.247 -3.827
C 2.988 4.770 -0.697
C 3.486 4.638 2.720
C -3.111 -3.645 0.052
C -5.025 -4.607 -1.698
C 0.763 0.223 -2.482
C 3.442 -2.788 -2.124
C 4.649 2.479 2.845
C 4.446 1.588 -2.014
C -3.783 -2.746 -0.781
C 2.721 4.391 -2.161
C -4.044 -5.537 4.943
C -2.126 -5.132 3.509
C -3.568 1.363 2.507
C -4.655 -0.158 -1.564
C 4.480 3.736 1.975
C -3.611 -0.495 0.954
C 5.901 1.358 -0.049
C 5.215 -3.734 -3.593
C -1.909 1.140 -5.184
C -4.342 -1.225 1.887
C -7.049 0.256 -1.624
H 2.518 -2.491 2.435
H -5.243 -1.257 3.835
H 4.006 6.428 0.323
H 6.530 1.821 0.713
H 3.515 -1.910 1.458
H 1.134 1.222 -2.218
H 1.870 -0.174 -4.911
H 0.920 4.291 -0.185
H -0.349 -0.753 -4.015
H 1.660 5.414 0.948
H -3.138 -2.249 4.934
H 1.199 5.972 -0.660
H -1.377 -5.496 2.818
H 2.130 3.475 -2.240
H 1.518 1.556 -4.755
H 1.604 -0.466 -2.510
H 5.644 4.071 -2.199
H 4.863 5.845 -1.107
H -0.179 -3.486 -0.665
H 6.662 3.958 -0.758
H -4.772 -6.209 5.365
H -6.057 -0.896 -0.126
H 3.639 4.252 -2.734
H -5.525 1.717 -4.261
H 3.779 0.812 -1.632
H -1.196 1.515 3.288
H 6.555 0.789 -0.717
H -3.275 2.382 2.736
H 6.863 2.805 -2.077
H -0.688 2.249 -3.733
H 5.402 1.794 2.463
H -4.655 -2.236 1.655
H 3.717 1.924 2.942
H -7.770 1.432 -3.274
H 0.627 0.568 -5.929
H -5.762 -4.978 -2.400
H -1.851 2.020 -5.824
H -8.027 0.117 -1.178
H -2.869 -5.677 0.678
H -0.570 0.174 3.574
H 5.239 0.628 0.423
H 5.787 5.381 1.315
H 3.395 6.811 -1.284
H -2.319 -3.289 0.704
H 6.150 4.734 2.916
H -2.626 1.380 0.579
H 2.497 4.181 2.784
H 4.960 2.792 3.850
H -4.567 1.055 4.386
H -1.637 0.254 -5.761
H 2.151 5.198 -2.638
H 6.612 3.829 1.477
H 3.387 5.623 2.265
H 5.230 1.071 -2.578
H -4.598 -6.542 -0.871
H 0.102 -0.132 -1.687
H 0.318 -2.802 -1.922
H -5.246 -2.579 -2.346
H 3.893 2.213 -2.717
H 3.847 4.788 3.745

***

# 2
126
Properties=species:S:1:pos:R:3 method="wB97M-V/def2-TZVPD" e_above_lowest_kj_mol=64.2 total_charge=-1 spin_multiplicity=6 energy_ev=-177019.2325
Te -2.704 -1.356 -2.970
Ru -0.307 -0.332 -0.096
Br 1.063 4.552 -1.703
S -1.250 2.461 2.883
Si -2.518 -1.934 1.647
F -3.650 -2.548 -1.801
F -2.409 0.355 -3.957
F -3.936 -1.866 -4.348
F -4.099 -0.245 -2.255
F -1.739 -3.087 -3.277
O -1.566 -0.819 -1.517
O 0.238 1.727 -0.833
O -1.830 1.560 -0.165
N -0.678 5.018 2.600
N 1.379 -0.486 -1.744
N 3.127 0.056 -0.284
N -0.076 4.132 4.610
N 3.406 0.331 -2.551
N -0.862 -1.910 0.942
C -4.787 6.324 1.406
C -0.677 3.059 6.767
C 0.950 -0.472 -3.108
C 2.105 -4.127 0.775
C 0.785 -4.776 2.653
C 5.020 -0.142 1.728
C 0.248 3.083 5.558
C 4.872 2.064 -1.648
C -0.628 4.089 -2.453
C 1.216 -0.138 1.278
C 0.409 0.734 -5.118
C 1.921 -4.950 1.877
C -2.643 2.806 -2.546
C -3.080 3.562 -3.623
C 0.758 0.732 -3.778
C -3.001 2.624 7.665
C 1.090 -2.988 -3.072
C -2.106 2.648 6.432
C 3.545 -0.133 2.040
C 5.643 0.575 -3.397
C 6.108 2.691 -1.628
C 3.117 -0.213 3.351
C 5.384 -0.554 -4.355
C 2.581 -0.077 1.010
C -2.373 -1.569 3.494
C 0.046 -2.933 1.256
C -2.633 5.057 1.024
C 7.113 2.273 -2.486
C -3.237 -3.637 1.363
C -3.655 -0.637 1.002
C 0.795 -1.694 -3.770
C -0.981 2.077 -0.913
C -1.065 4.869 -3.509
C -2.291 4.592 -4.103
C 2.563 -0.022 -1.515
C -0.645 3.924 3.395
C 6.864 1.233 -3.371
C 0.426 -1.665 -5.111
C -0.140 -3.791 2.348
C 4.644 0.989 -2.505
C -1.124 4.998 1.211
C 1.761 -0.238 3.654
C -1.408 3.053 -1.955
C -3.290 6.260 1.687
C 0.841 -0.214 2.626
C 1.183 -3.144 0.467
C 0.240 -0.468 -5.786
H -0.259 2.361 7.500
H 5.004 -1.435 -3.835
H 4.109 0.271 -0.301
H -1.493 -1.995 3.976
H -5.258 7.171 1.907
H -2.515 3.334 5.687
H -3.066 4.132 1.412
H 0.613 -5.412 3.512
H -3.211 0.356 0.952
H -2.829 5.073 -0.052
H -2.615 5.184 -4.950
H 5.282 -0.943 1.032
H -2.092 1.663 5.960
H 0.922 -3.831 -3.741
H -4.282 -3.521 1.071
H 2.970 -4.258 0.137
H 2.127 -3.007 -2.722
H 0.188 2.137 5.013
H 5.592 -0.302 2.641
H -3.128 6.207 2.768
H -4.977 6.420 0.335
H 4.640 -0.282 -5.108
H -0.068 -0.477 -6.823
H -0.320 5.887 2.961
H -2.628 1.914 8.407
H 1.284 3.223 5.877
H -3.258 -1.959 4.004
H -0.444 5.676 -3.869
H -1.012 -3.687 2.972
H -4.034 -0.882 0.014
H 7.640 0.913 -4.055
H -0.648 5.853 0.724
H 0.437 -3.126 -2.213
H 8.079 2.758 -2.476
H -3.043 3.607 8.140
H 5.366 0.801 1.292
H -0.735 4.087 0.757
H -3.194 -4.276 2.246
H 4.064 2.431 -1.028
H -4.021 3.317 -4.097
H 2.641 -5.721 2.119
H 6.297 -0.830 -4.878
H -2.348 -0.488 3.655
H 1.332 -2.529 -0.411
H 0.869 1.657 -3.228
H -4.493 -0.595 1.706
H 6.273 3.521 -0.955
H 0.244 1.675 -5.626
H -0.209 -0.264 2.877
H 3.063 0.053 -3.460
H -2.812 7.182 1.336
H 3.855 -0.269 4.143
H 0.276 -2.606 -5.625
H -0.682 4.049 7.238
H 0.279 5.054 4.808
H -5.280 5.413 1.746
H 1.427 -0.307 4.682
H -2.732 -4.144 0.541
H -3.233 1.978 -2.178
H -4.019 2.334 7.410

***

# 3
124
Properties=species:S:1:pos:R:3 method="wB97M-V/def2-TZVPD" total_charge=0 spin_multiplicity=1 energy_ev=-118252.1465
Cl 4.812 -4.501 -2.084
Cl 2.904 -5.168 0.054
Cl 5.319 -3.595 0.692
Cl 3.371 -2.433 -0.878
O 1.716 3.722 0.577
N 0.608 -4.404 -2.827
N 3.436 4.467 -3.598
N 3.703 1.382 1.005
N 0.731 -3.423 5.325
N 0.080 3.656 3.200
N -0.964 -1.571 0.584
N -1.909 4.438 -0.601
N -5.336 -3.353 -1.761
N -3.239 -4.205 0.860
N -5.505 4.111 0.812
N -0.472 -1.786 -5.969
C -1.772 -5.520 1.860
C 3.449 4.965 1.685
C 4.056 3.402 -1.802
C -5.153 2.949 0.161
C -0.078 -0.788 -4.001
C 0.180 3.804 5.385
C 4.129 -3.989 -0.543
C 5.069 1.094 0.929
C -0.234 -6.429 -2.201
C 1.106 -2.673 3.273
C -4.710 2.572 2.350
C -3.686 -1.843 -1.588
C 0.621 -0.430 -0.425
C 0.628 -6.669 -3.274
C 2.984 2.709 -2.294
C -1.366 -0.217 0.596
C -2.864 -3.524 2.018
C -0.675 -1.862 -4.597
C -1.885 -4.351 2.612
C 0.269 -0.667 -6.222
C -0.205 -5.050 -1.908
C 1.115 -4.501 4.521
C 5.331 0.100 1.897
C 0.204 -1.708 -0.109
C 0.784 -2.271 4.577
C 4.109 -0.254 2.394
C -4.761 1.990 1.117
C 1.089 -5.434 -3.697
C -0.328 0.524 0.001
C -5.171 3.897 2.125
C -4.241 -3.888 -2.332
C 2.681 3.311 -3.488
C -1.061 4.237 3.619
C -3.183 -3.020 -2.190
C 3.100 0.503 1.841
C 0.881 3.406 4.250
C -0.013 5.201 -1.519
C 4.217 4.545 -2.530
C 0.600 -0.066 -5.003
C -0.548 4.153 -2.279
C -2.586 -5.392 0.789
C 2.195 5.028 0.843
C -0.940 5.409 -0.494
C -1.632 3.624 -1.681
C 1.303 -4.040 3.265
C -5.084 -2.054 -1.289
C -1.059 4.330 4.987
H 2.547 1.785 -1.946
H 3.891 -0.999 3.145
H -0.791 -7.174 -1.652
H -0.146 -0.678 -2.929
H 5.705 1.626 0.237
H 0.854 -3.427 -2.764
H -0.764 -2.460 -6.663
H 4.666 3.230 -0.927
H 0.881 -7.653 -3.642
H -5.920 4.919 0.370
H -2.297 0.107 1.038
H -1.401 -4.015 3.518
H -1.238 -2.731 -4.291
H 1.698 -5.195 -4.557
H 0.598 -0.529 -7.242
H 2.018 3.112 -4.317
H -5.943 -1.477 -0.979
H 1.803 2.874 4.067
H 1.555 -0.177 -0.904
H 0.598 -1.387 5.168
H -0.657 -4.568 -1.053
H -2.799 -6.125 0.025
H 3.155 4.704 2.702
H -1.804 4.511 2.884
H 3.453 5.148 -4.344
H 1.394 5.615 1.294
H 4.185 4.277 1.269
H 0.499 3.740 6.415
H 1.276 3.758 -0.275
H -2.641 4.311 0.083
H 3.939 5.939 1.670
H -1.836 4.784 5.584
H -4.478 0.958 0.973
H -4.314 -4.896 -2.713
H -4.377 2.175 3.298
H 1.558 -4.623 2.392
H -0.195 3.706 -3.197
H -2.321 2.875 -2.042
H 1.214 0.804 -4.820
H 2.022 0.445 1.884
H -3.090 -0.966 -1.386
H -6.195 -3.884 -1.734
H 0.190 3.418 2.225
H -3.984 -3.953 0.225
H 4.985 5.303 -2.476
H 0.751 -2.635 -0.205
H -5.345 4.745 2.770
H -3.389 -2.622 2.296
H 0.377 -3.456 6.270
H -0.261 1.601 -0.037
H 0.885 5.788 -1.642
H -1.487 -2.272 1.090
H 3.200 2.039 0.425
H 1.182 -5.513 4.891
H 6.297 -0.317 2.142
H 1.172 -1.998 2.433
H -0.951 6.166 0.277
H -1.079 -6.313 2.099
H -2.145 -3.206 -2.424
H -5.304 2.879 -0.906
H 2.484 5.463 -0.114

***

# 4
116
Properties=species:S:1:pos:R:3 method="wB97M-V/def2-TZVPD" total_charge=+2 spin_multiplicity=6 energy_ev=-141557.3080
Ir 0.087 1.445 -0.052
Te -0.125 2.285 2.737
Se -1.789 -0.294 0.854
P 1.059 3.558 -0.807
O -0.001 -0.179 -1.660
O 1.298 0.016 1.181
N -1.432 2.351 -1.635
N 0.349 3.639 -2.353
C -0.838 -3.433 5.077
C -1.852 -1.334 -0.789
C -0.149 -1.452 -4.231
C -1.552 3.321 -3.815
C -1.941 3.423 2.510
C 0.844 -0.823 2.019
C 0.024 -4.669 5.369
C -2.792 2.755 -4.013
C -1.092 -1.745 -3.081
C 4.717 0.800 -1.185
C 1.081 6.170 0.134
C -2.146 -2.620 -3.196
C 3.496 2.516 -0.037
C -5.201 -2.995 -3.334
C -0.888 3.100 -2.601
C -0.537 -1.188 2.037
C 2.692 7.840 -0.464
C -0.847 -2.518 6.321
C -3.358 1.992 -2.993
C -0.255 -2.609 3.958
C -3.826 -5.086 -3.102
C 1.282 -1.824 -3.810
C 4.601 1.693 -0.127
C -4.996 -4.141 -1.123
C 2.635 1.585 -2.093
C -4.250 -3.783 -2.410
C 1.103 -2.262 3.958
C -2.886 -2.218 -0.950
C -0.210 0.050 -4.562
C 3.731 0.743 -2.156
C -0.491 -2.227 -5.507
C 3.860 -1.281 1.853
C 1.559 7.463 0.239
C 1.677 -1.398 3.055
C -0.908 -1.037 -1.827
C -1.066 -2.045 2.966
C -2.643 1.828 -1.829
C 3.121 -0.950 3.160
C 3.865 -1.617 4.319
C -3.064 -2.886 -2.170
C 2.515 2.484 -1.032
C 1.165 3.964 3.106
C 3.354 6.918 -1.262
C 3.133 0.571 3.405
C 1.749 5.242 -0.660
C 2.896 5.616 -1.354
C -2.270 -3.891 4.789
H -3.059 1.270 -0.998
H 0.506 0.275 -5.349
H 1.574 -1.287 -2.912
H -2.597 -4.564 5.577
H -2.289 -3.126 -4.136
H -4.335 1.555 -3.097
H -1.293 -3.051 7.156
H -1.430 -1.618 6.131
H 0.124 -5.286 4.480
H 3.890 -2.697 4.206
H 1.050 8.176 0.868
H 4.234 7.216 -1.811
H -6.072 -3.603 -3.563
H -3.321 2.916 -4.940
H 3.375 -0.817 0.999
H 3.055 8.854 -0.394
H 5.574 0.148 -1.247
H -2.120 4.002 3.411
H 1.972 -1.573 -4.612
H 3.392 3.206 0.791
H -1.090 3.933 -4.573
H 3.424 4.896 -1.963
H -2.752 2.713 2.368
H 1.351 -2.891 -3.621
H -1.204 0.335 -4.904
H 0.717 4.279 -3.048
H 0.037 0.642 -3.685
H 1.370 4.515 2.194
H -5.786 -4.853 -1.348
H 3.821 0.038 -2.969
H 0.235 -1.972 -6.275
H -1.475 -1.958 -5.884
H 0.185 5.880 0.665
H -3.069 -5.597 -2.511
H -1.886 4.080 1.645
H 0.163 -2.225 6.596
H -5.465 -3.269 -0.673
H -2.123 -2.257 2.933
H 2.498 0.817 4.258
H 3.886 -2.358 1.704
H 1.014 -4.404 5.724
H -4.710 -2.729 -4.266
H 1.888 1.559 -2.873
H 5.373 1.745 0.624
H 2.782 1.108 2.523
H -0.443 -3.301 -5.349
H 0.691 4.614 3.833
H -3.433 -4.910 -4.097
H -3.572 -2.378 -0.132
H 4.882 -0.917 1.908
H 3.415 -1.364 5.277
H -4.330 -4.604 -0.398
H -5.531 -2.082 -2.843
H -2.328 -4.428 3.846
H 2.090 3.579 3.522
H 4.893 -1.265 4.332
H 1.725 -2.678 4.733
H -4.689 -5.739 -3.199
H -2.962 -3.053 4.770
H -0.456 -5.257 6.146
H 4.147 0.897 3.624